Entry A
This record from the Open Molecules 2025 dataset describes C23H28N2O4 in the gas phase. The level of theory is ωB97M-V/def2-TZVPD.

Its SMILES is COc1ccc(C(=O)NC2CC2)cc1OC1CCN(Cc2ccccc2O)CC1. For the HOMO-LUMO gap, the calculation gives 0.329 Ha. The calculation puts the molecular weight at 396.487 g mol⁻¹. Its HOMO energy is -8.308 eV. The calculation puts the LUMO energy at 0.6505 eV.

Geometry as ORCA input:
```
! wB97M-V def2-TZVPD RIJCOSX def2/J DEFGRID3
* xyz 0 1
C 1.18953 2.40904 2.49687
O 1.21665 1.34464 3.42016
C 0.70005 0.12174 3.12532
C 0.90556 -0.82522 4.12716
C 0.46335 -2.12645 4.01499
C -0.21141 -2.51731 2.86596
C -0.74534 -3.88459 2.61580
O -1.62673 -4.09893 1.80156
N -0.17145 -4.87549 3.34149
C -0.56211 -6.23971 3.22158
C -0.49803 -7.13654 4.41970
C 0.47489 -7.31942 3.28855
C -0.44341 -1.57281 1.86967
C -0.00764 -0.26064 1.96587
O -0.23856 0.68877 1.00841
C -0.95549 0.35468 -0.17071
C -1.44210 1.67290 -0.78182
C -0.26925 2.49856 -1.32169
N 0.57299 1.77515 -2.26179
C -0.02480 1.62149 -3.58539
C -0.17366 2.95144 -4.28487
C -1.31791 3.23890 -5.01322
C -1.44480 4.42552 -5.71295
C -0.41150 5.34649 -5.68837
C 0.73148 5.08578 -4.95897
C 0.86099 3.89505 -4.24949
O 1.99682 3.68878 -3.54327
C 1.05003 0.53842 -1.67024
C -0.06838 -0.38688 -1.17949
H 0.16926 2.71418 2.25728
H 1.72072 2.15639 1.57634
H 1.70605 3.22899 2.99622
H 1.42963 -0.49420 5.00997
H 0.62764 -2.80474 4.83848
H 0.59646 -4.66729 3.95855
H -1.38597 -6.33639 2.52695
H -1.27793 -7.86880 4.55586
H -0.12502 -6.72231 5.34451
H 0.36540 -8.17779 2.64492
H 1.50152 -7.02787 3.45329
H -0.99642 -1.91802 1.01105
H -1.82975 -0.25828 0.09057
H -2.14461 1.44543 -1.58467
H -1.96951 2.25088 -0.02267
H 0.36475 2.80434 -0.48477
H -0.64565 3.39700 -1.81634
H -1.00229 1.11799 -3.56167
H 0.65356 0.98988 -4.17286
H -2.12016 2.51415 -5.03778
H -2.34376 4.62752 -6.27505
H -0.49802 6.27387 -6.23448
H 1.54615 5.79178 -4.92190
H 1.85060 2.90828 -2.96958
H 1.67951 0.81164 -0.81693
H 1.67408 0.01677 -2.40052
H -0.68572 -0.71478 -2.01717
H 0.37503 -1.26930 -0.71720
*
```

These are the Löwdin partial charges, in e, on atoms 1 to 5: atom 1 (C): -0.070, atom 2 (O): -0.061, atom 3 (C): -0.186, atom 4 (C): 0.005, atom 5 (C): -0.035


Entry B
This record from the Open Molecules 2025 dataset describes C23H28N2O4 in the gas phase. The level of theory is ωB97M-V/def2-TZVPD.

Its SMILES is Cc1ccc(C)c(OCCC(=O)OCC(=O)N2CCN(c3ccccc3)CC2)c1. For the HOMO-LUMO gap, the calculation gives 0.312 Ha. The calculation puts the molecular weight at 396.487 g mol⁻¹. Its HOMO energy is -7.833 eV. The calculation puts the LUMO energy at 0.6540 eV.

Geometry as ORCA input:
```
! wB97M-V def2-TZVPD RIJCOSX def2/J DEFGRID3
* xyz 0 1
C -0.83169 0.68292 3.73224
C 0.38872 0.30530 2.94650
C 0.43316 -0.84725 2.18075
C 1.57740 -1.16207 1.46625
C 2.69095 -0.34193 1.48145
C 3.89350 -0.65436 0.65013
C 2.64831 0.82809 2.25572
O 3.79592 1.58418 2.25753
C 3.74741 2.94783 2.58112
C 3.23773 3.81254 1.40855
C 1.80584 3.45518 1.09048
O 0.83799 3.84438 1.69350
O 1.75261 2.61975 0.05366
C 0.49494 2.03728 -0.23848
C 0.76184 0.76878 -1.05103
O 1.83774 0.56496 -1.57170
N -0.26458 -0.10391 -1.14271
C -1.62825 0.08159 -0.70731
C -2.56620 0.08232 -1.93240
N -2.41997 -1.13861 -2.69132
C -3.21260 -2.24182 -2.38264
C -4.58880 -2.07063 -2.19268
C -5.41455 -3.14701 -1.94225
C -4.90125 -4.43215 -1.88419
C -3.54645 -4.61926 -2.08708
C -2.71029 -3.54474 -2.32899
C -1.04510 -1.30837 -3.10649
C -0.08800 -1.32468 -1.90754
C 1.50943 1.12902 2.98719
H -1.06915 1.73539 3.58445
H -0.65699 0.52841 4.79702
H -1.68785 0.08103 3.43633
H -0.42483 -1.50368 2.14524
H 1.60514 -2.06368 0.87130
H 3.79668 -0.14218 -0.30792
H 3.96649 -1.72303 0.46354
H 4.79903 -0.30455 1.13727
H 4.78483 3.22202 2.79399
H 3.14600 3.14380 3.47551
H 3.85051 3.61763 0.52943
H 3.29632 4.86124 1.69758
H -0.01163 1.81300 0.70673
H -0.11260 2.74450 -0.81758
H -1.90224 -0.75702 -0.05509
H -1.74484 1.00875 -0.15240
H -2.30803 0.92641 -2.58154
H -3.59276 0.20358 -1.59317
H -5.02443 -1.08568 -2.26598
H -6.47271 -2.98077 -1.80136
H -5.54873 -5.27319 -1.68983
H -3.12651 -5.61410 -2.04895
H -1.65840 -3.73778 -2.46941
H -0.78848 -0.45380 -3.74304
H -0.94384 -2.21383 -3.70283
H -0.30724 -2.17783 -1.25727
H 0.95116 -1.36774 -2.23453
H 1.45695 2.01928 3.59541
*
```

These are the Löwdin partial charges, in e, on atoms 1 to 5: atom 1 (C): -0.043, atom 2 (C): -0.286, atom 3 (C): -0.061, atom 4 (C): -0.043, atom 5 (C): -0.201


Structures ranked by computed energy, the most stable listed first: entry B, entry A.


Entry A
This record from the Open Molecules 2025 dataset describes C3H9N3O in the gas phase. The level of theory is ωB97M-V/def2-TZVPD.

Its SMILES is NC[C@@H](N)C(N)=O. For the HOMO-LUMO gap, the calculation gives 0.356 Ha. The calculation puts the molecular weight at 103.125 g mol⁻¹. Its HOMO energy is -8.872 eV. The calculation puts the LUMO energy at 0.8160 eV.

Geometry as ORCA input:
```
! wB97M-V def2-TZVPD RIJCOSX def2/J DEFGRID3
* xyz 0 1
N 0.84637 1.52587 -0.54912
C 1.00364 0.06941 -0.96145
C 0.31800 -0.78932 0.09950
N 1.10578 -0.91404 1.30594
C -1.01343 0.09287 0.37091
N -2.05296 -0.22051 -0.45811
O -1.17246 0.68353 1.42200
H 1.42206 1.73475 0.26004
H -0.02567 2.04342 -0.58807
H 2.06769 -0.14962 -1.04506
H 0.50258 -0.03401 -1.92711
H 0.05846 -1.76955 -0.30617
H 0.58408 -1.41501 2.01954
H 1.27705 -0.00693 1.73199
H -2.98505 0.03023 -0.16781
H -1.93616 -0.88109 -1.20701
*
```

These are the Löwdin partial charges, in e, on atoms 1 to 5: atom 1 (N): -0.005, atom 2 (C): -0.198, atom 3 (C): -0.333, atom 4 (N): 0.044, atom 5 (C): -0.526


Entry B
This record from the Open Molecules 2025 dataset describes 2 unconnected molecules or ions with the total composition C3H9N3O. The level of theory is ωB97M-V/def2-TZVPD.

For the HOMO-LUMO gap (spin up / spin down), the calculation gives 0.294 / 0.293 Ha. The calculation puts the molecular weight at 103.125 g mol⁻¹. Its HOMO energy (spin up / spin down) is -7.379 / -7.378 eV. The calculation puts the LUMO energy (spin up / spin down) at 0.6099 / 0.6078 eV.

Geometry as ORCA input:
```
! wB97M-V def2-TZVPD RIJCOSX def2/J DEFGRID3
* xyz 0 1
C 0.09765 0.88759 1.13194
C 0.88271 -1.08789 -1.73946
C -1.01644 0.10527 -0.89236
N -0.75586 1.74311 1.71366
N -0.43379 -1.12710 -1.09046
N 0.99056 0.08494 1.54355
O -0.31372 -1.80764 0.11660
H 0.93252 -1.75811 -2.61667
H 1.08500 -0.09190 -2.04624
H 1.59567 -1.37959 -0.95517
H -0.80743 0.92971 -1.59688
H -2.00505 0.03848 -0.56418
H -1.56573 2.12707 1.25705
H -0.46577 2.18634 2.63339
H 0.32119 -1.27064 0.70292
H 1.45850 0.42036 2.40231
*
```

These are the Löwdin partial charges, in e, on atoms 1 to 5: atom 1 (C): -0.346, atom 2 (C): -0.052, atom 3 (C): 0.024, atom 4 (N): 0.060, atom 5 (N): -0.289


Structures ranked by computed energy, the most stable listed first: entry A, entry B.


Entry A
This record from the Open Molecules 2025 dataset describes 2 unconnected molecules or ions with the total composition C3H9N3O. The level of theory is ωB97M-V/def2-TZVPD.

Its SMILES is [H]/N=C(\C)N.NC=O. For the HOMO-LUMO gap, the calculation gives 0.370 Ha. The calculation puts the molecular weight at 103.125 g mol⁻¹. Its HOMO energy is -9.341 eV. The calculation puts the LUMO energy at 0.7217 eV.

Geometry as ORCA input:
```
! wB97M-V def2-TZVPD RIJCOSX def2/J DEFGRID3
* xyz 0 1
H 1.72782 0.49902 1.30433
N 1.10621 1.22282 0.92454
C 0.76929 0.94961 -0.29026
C 1.30632 -0.25276 -1.01501
N -0.07490 1.80302 -0.92679
H 0.59952 -0.57538 -1.78489
H 2.25658 0.00806 -1.48792
H 1.46881 -1.07725 -0.31523
H -0.18068 2.66120 -0.39136
H 0.12675 1.97905 -1.90342
N -1.51045 -1.66697 0.46469
C -1.54657 -0.75134 1.47116
O -1.09283 -0.97486 2.58101
H -1.87059 -1.46965 -0.45713
H -1.05344 -2.54963 0.64833
H -2.03185 0.19506 1.17795
*
```

These are the Löwdin partial charges, in e, on atoms 1 to 5: atom 1 (H): 0.048, atom 2 (N): 0.104, atom 3 (C): -0.601, atom 4 (C): -0.052, atom 5 (N): 0.095


Entry B
This record from the Open Molecules 2025 dataset describes C3H9N3O in the gas phase. The level of theory is ωB97M-V/def2-TZVPD.

Its SMILES is NCCNC(N)=O. For the HOMO-LUMO gap, the calculation gives 0.368 Ha. The calculation puts the molecular weight at 103.125 g mol⁻¹. Its HOMO energy is -9.224 eV. The calculation puts the LUMO energy at 0.7956 eV.

Geometry as ORCA input:
```
! wB97M-V def2-TZVPD RIJCOSX def2/J DEFGRID3
* xyz 0 1
N -1.18098 2.39348 -0.46666
C -1.17216 1.14172 0.24185
C 0.14454 0.38465 0.07899
N -0.07895 -0.98610 -0.39095
C 0.80468 -2.01063 -0.26368
N 1.84105 -1.83859 0.67914
O 0.69661 -3.03600 -0.89934
H -1.13635 2.29704 -1.47084
H -1.80301 3.10432 -0.12786
H -2.00182 0.48865 -0.00040
H -1.38432 1.28668 1.30288
H 0.82952 0.90834 -0.59235
H 0.66801 0.32306 1.02753
H -0.79365 -1.08596 -1.09237
H 2.77371 -1.75431 0.31901
H 1.79311 -1.61635 1.65502
*
```

These are the Löwdin partial charges, in e, on atoms 1 to 5: atom 1 (N): -0.008, atom 2 (C): -0.286, atom 3 (C): -0.180, atom 4 (N): 0.054, atom 5 (C): -0.607


Structures ranked by computed energy, the most stable listed first: entry A, entry B.


Entry A
This record from the Open Molecules 2025 dataset describes 3 unconnected molecules or ions with the total composition C3H7NS. The level of theory is ωB97M-V/def2-TZVPD.

For the HOMO-LUMO gap, the calculation gives 0.301 Ha. The calculation puts the molecular weight at 89.163 g mol⁻¹. Its HOMO energy is -9.001 eV. The calculation puts the LUMO energy at -0.8113 eV.

Geometry as ORCA input:
```
! wB97M-V def2-TZVPD RIJCOSX def2/J DEFGRID3
* xyz 0 1
C -1.06752 -2.54089 -0.47073
C -0.59786 -0.34991 -0.33077
C 0.09506 0.86943 0.47130
H -0.14468 -3.81812 -0.29042
H -2.34434 -2.73891 -0.15333
H -0.62855 -1.83203 -1.79714
H 0.04171 -1.27999 0.87938
H -0.29212 -0.49716 -1.33439
H -1.52326 0.11531 -0.81159
H -0.16327 0.74903 1.52323
N -0.95353 -1.44993 0.50113
S 1.32195 1.97373 0.02859
*
```

These are the Löwdin partial charges, in e, on atoms 1 to 5: atom 1 (C): -0.189, atom 2 (C): -0.439, atom 3 (C): -0.554, atom 4 (H): 0.165, atom 5 (H): 0.133


Entry B
This record from the Open Molecules 2025 dataset describes 2 unconnected molecules or ions with the total composition C3H7NS. The level of theory is ωB97M-V/def2-TZVPD.

For the HOMO-LUMO gap (spin up / spin down), the calculation gives 0.282 / 0.311 Ha. The calculation puts the molecular weight at 89.163 g mol⁻¹. Its HOMO energy (spin up / spin down) is -8.584 / -8.057 eV. The calculation puts the LUMO energy (spin up / spin down) at -0.8982 / 0.3975 eV.

Geometry as ORCA input:
```
! wB97M-V def2-TZVPD RIJCOSX def2/J DEFGRID3
* xyz 0 1
C -0.62348 0.10301 1.88724
C -0.98412 -0.29980 0.69866
C 1.82302 0.05540 -0.82680
N -0.99909 0.40544 -0.38523
S -1.60815 -0.29233 -1.76825
H -0.56875 -0.58566 2.70815
H -0.06826 1.00979 2.06824
H -1.49268 -1.24814 0.56881
H 1.57822 -1.03516 -0.79447
H 2.03968 0.64977 -1.73215
H 2.46646 0.34942 0.01946
H -1.56286 0.88826 -2.44367
*
```

These are the Löwdin partial charges, in e, on atoms 1 to 5: atom 1 (C): 0.037, atom 2 (C): -0.481, atom 3 (C): 0.030, atom 4 (N): -0.414, atom 5 (S): 0.753


Structures ranked by computed energy, the most stable listed first: entry B, entry A.